C6H36O14 | ωB97M-V with the def2-TZVPD basis set

ΔE to the lowest compared entry with this formula, charge and spin (kJ/mol): 141.5
HOMO energy (eV): -9.4253
HOMO-LUMO gap (eV): 9.39
Strongest force on any atom (eV/Å): 4.22
Molar mass (g/mol): 332.34
Lowest unoccupied orbital energy (eV): 0.0
Spin multiplicity: 1
Total charge: 0

The geometry in XYZ format:
```
56
Properties=species:S:1:pos:R:3:mulliken_charge:R:1
O -3.55958 -2.43969 -2.74744 -0.551
C -2.80690 -1.82452 -1.98345 -0.138
C -1.39926 -1.53091 -2.40352 -0.031
C -0.42093 -1.91250 -1.30767 -1.251
C -0.45370 -0.94040 -0.11861 1.983
C -0.33188 1.55155 0.10371 -2.147
C 0.09276 0.40045 -0.49050 2.256
H -3.11418 -1.51630 -0.98539 0.390
H -1.12814 -2.07716 -3.35996 0.315
H -1.33440 -0.43038 -2.63197 0.161
H 0.60450 -1.96032 -1.71234 0.242
H -0.61763 -2.92886 -0.90951 0.440
H -1.51791 -0.83605 0.28570 -0.305
H 0.16418 -1.31132 0.74370 -0.936
H -1.10900 1.62775 0.85328 0.202
H 0.09417 2.46185 -0.18236 0.146
H 0.82033 0.36487 -1.31463 -0.384
H -4.16006 1.12215 0.35706 0.265
H -2.89197 1.06200 -0.51755 0.321
O -3.34506 0.71481 0.28095 -0.618
H 1.80266 1.14621 1.46054 0.473
H 3.18850 1.95737 1.32688 0.226
O 2.55287 1.44201 0.76390 -0.718
H 0.01528 0.33970 2.17725 0.177
H 1.23865 -0.33709 2.88526 0.550
O 0.82478 0.55337 2.61511 -0.863
H -1.93262 0.72629 3.12101 0.416
H -2.58680 0.29535 1.76740 0.285
O -2.12488 0.00577 2.55595 -0.723
H -1.57793 -2.94717 2.16322 0.314
H -1.55328 -1.56923 2.83741 0.420
O -1.14288 -2.46120 2.87747 -0.750
H -0.95480 1.60328 5.04431 0.296
H -0.09226 1.50717 3.70366 0.390
O -0.94689 1.83541 4.12352 -0.760
H 2.22740 2.13782 -0.77429 0.366
H 2.44805 1.70191 -2.21880 0.513
O 2.20175 2.47045 -1.68707 -0.824
H 1.92589 -0.24034 -3.30338 0.217
H 3.30306 0.08593 -3.65950 0.223
O 2.69281 0.14845 -2.97483 -0.578
H -1.54377 2.06652 -2.14569 0.333
H -3.00531 1.95239 -2.70704 0.241
O -2.37316 1.61217 -2.06262 -0.586
H 3.27154 -0.45429 -1.41299 0.428
H 3.20755 0.07797 0.00515 0.493
O 3.52212 -0.67539 -0.55317 -0.855
H 2.96012 -3.39310 0.66708 0.271
H 2.65033 -1.98669 0.14251 0.443
O 2.26117 -2.78157 0.54943 -0.705
H -0.25312 4.08791 -2.46457 0.312
H 0.62466 2.83868 -2.29774 0.336
O -0.24668 3.12298 -2.60970 -0.701
H 1.83148 -2.25210 2.16143 0.391
H 0.50594 -2.27414 3.00106 0.445
O 1.49243 -1.93980 2.96231 -0.855
```

***

C2H3N3O | ωB97M-V with the def2-TZVPD basis set

ΔE to the lowest compared entry with this formula, charge and spin (kJ/mol): 371.7
HOMO energy (eV): -9.2906
HOMO-LUMO gap (eV): 9.94
Strongest force on any atom (eV/Å): 9.78
Molar mass (g/mol): 85.07
Lowest unoccupied orbital energy (eV): 0.6
Spin multiplicity: 1
Total charge: 0

The geometry in XYZ format:
```
9
Properties=species:S:1:pos:R:3:mulliken_charge:R:1
C 0.51885 -0.58541 -0.68330 -0.145
C 0.91512 0.27475 1.14793 -0.056
H -2.49901 0.34028 -0.72066 0.366
H 0.60293 -1.27667 -1.47402 0.414
H 1.51917 0.91768 1.95587 0.279
N -0.56889 -0.02962 -0.13176 0.834
N 1.50107 -0.35249 0.13546 -0.499
N -0.38996 0.66670 0.80536 -0.699
O -1.59927 0.04478 -1.03487 -0.495
```

***

C11H14SSi | ωB97M-V with the def2-TZVPD basis set

ΔE to the lowest compared entry with this formula, charge and spin (kJ/mol): 375.6
HOMO energy (alpha / beta) (eV): -7.1933 / -7.1401
HOMO-LUMO gap (alpha / beta) (eV): 6.34 / 6.29
Strongest force on any atom (eV/Å): 3.17
Molar mass (g/mol): 206.39
Lowest unoccupied orbital energy (alpha / beta) (eV): -0.9 / -0.9
Spin multiplicity: 1
Total charge: 0

The geometry in XYZ format:
```
27
Properties=species:S:1:pos:R:3:mulliken_charge:R:1
C -1.19116 2.02507 1.86330 -0.385
C -0.58709 0.84055 2.02687 -1.253
C -0.94126 2.52292 0.52275 -0.616
C 0.33920 1.91597 -1.37528 -0.095
C 0.15429 0.48374 0.85905 0.782
C -0.04735 1.68257 -0.07097 0.658
C 0.66976 -0.78282 0.69406 -0.316
C 1.23873 1.30428 -2.10147 -0.480
C -2.11431 -1.68850 1.51798 -0.960
C -0.34336 -3.23905 -0.47606 -1.103
C 3.61211 1.89443 -3.21820 -0.738
Si -0.37076 -2.27069 1.17195 0.315
S 2.23772 0.89306 -3.30467 -0.116
H -1.90880 2.65786 2.35811 0.396
H -0.55578 0.22464 2.93617 0.523
H -1.32336 3.52050 0.14918 0.337
H -0.15444 2.70982 -1.82311 0.417
H -2.19935 -1.97396 2.50241 0.305
H -2.12024 -0.54185 1.46416 0.308
H -3.00992 -1.94611 0.91360 0.370
H 0.59589 -3.38518 -0.99808 0.348
H -0.81617 -4.15022 -0.31985 0.359
H -1.04299 -2.73114 -1.25608 0.290
H 1.34381 -1.18857 -0.13583 0.259
H 3.85553 2.77432 -2.63304 0.284
H 4.46140 1.40954 -3.57891 0.273
H 0.21789 -2.96118 2.31196 -0.165
```

***

What did the third record say?
C11H14SSi | ωB97M-V with the def2-TZVPD basis set

ΔE to the lowest compared entry with this formula, charge and spin (kJ/mol): 375.6
HOMO energy (alpha / beta) (eV): -7.1933 / -7.1401
HOMO-LUMO gap (alpha / beta) (eV): 6.34 / 6.29
Strongest force on any atom (eV/Å): 3.17
Molar mass (g/mol): 206.39
Lowest unoccupied orbital energy (alpha / beta) (eV): -0.9 / -0.9
Spin multiplicity: 1
Total charge: 0

The geometry in XYZ format:
```
27
Properties=species:S:1:pos:R:3:mulliken_charge:R:1
C -1.19116 2.02507 1.86330 -0.385
C -0.58709 0.84055 2.02687 -1.253
C -0.94126 2.52292 0.52275 -0.616
C 0.33920 1.91597 -1.37528 -0.095
C 0.15429 0.48374 0.85905 0.782
C -0.04735 1.68257 -0.07097 0.658
C 0.66976 -0.78282 0.69406 -0.316
C 1.23873 1.30428 -2.10147 -0.480
C -2.11431 -1.68850 1.51798 -0.960
C -0.34336 -3.23905 -0.47606 -1.103
C 3.61211 1.89443 -3.21820 -0.738
Si -0.37076 -2.27069 1.17195 0.315
S 2.23772 0.89306 -3.30467 -0.116
H -1.90880 2.65786 2.35811 0.396
H -0.55578 0.22464 2.93617 0.523
H -1.32336 3.52050 0.14918 0.337
H -0.15444 2.70982 -1.82311 0.417
H -2.19935 -1.97396 2.50241 0.305
H -2.12024 -0.54185 1.46416 0.308
H -3.00992 -1.94611 0.91360 0.370
H 0.59589 -3.38518 -0.99808 0.348
H -0.81617 -4.15022 -0.31985 0.359
H -1.04299 -2.73114 -1.25608 0.290
H 1.34381 -1.18857 -0.13583 0.259
H 3.85553 2.77432 -2.63304 0.284
H 4.46140 1.40954 -3.57891 0.273
H 0.21789 -2.96118 2.31196 -0.165
```